A cluster of 2 separate species, C9H14NO2 in total in a non-equilibrium geometry. Source: OMol25; level of theory: ωB97M-V/def2-TZVPD.

Structure (ORCA input):
```
! wB97M-V def2-TZVPD RIJCOSX def2/J DEFGRID3
* xyz -1 1
C 0.407 -0.240 -1.706
C 2.935 -0.134 0.948
C 0.529 2.485 -0.556
C -1.813 1.586 -0.103
C -1.531 -1.513 0.939
C 0.418 -2.499 -0.341
C -0.233 1.339 0.062
C -0.005 -1.203 0.488
C 0.275 -0.020 -0.372
N 0.613 -0.268 -2.896
O 2.649 0.564 1.808
O 3.451 -0.828 0.181
H 0.071 3.361 -0.023
H 1.609 2.428 -0.261
H 0.504 2.312 -1.749
H -1.948 2.320 -1.071
H -2.323 2.290 0.645
H -2.344 0.722 -0.266
H -1.840 -0.565 1.463
H -1.477 -2.247 1.727
H -2.035 -1.788 0.010
H 1.084 -3.060 0.274
H -0.371 -3.107 -0.513
H 0.863 -2.062 -1.244
H -0.002 1.334 1.134
H 0.514 -1.208 1.421
*
```

The energy above the lowest of the compared OMol25 structures with the same formula, charge and spin is 19.35 kJ/mol.

---

A structure of composition C33H66BBr20ClO7S in a non-equilibrium geometry. Source: OMol25; level of theory: ωB97M-V/def2-TZVPD.

Structure (ORCA input):
```
! wB97M-V def2-TZVPD RIJCOSX def2/J DEFGRID3
* xyz 0 1
C -0.246 -0.746 -0.421
C -0.205 -0.070 -1.789
O -1.506 -0.045 -2.409
C -2.097 1.248 -2.575
C -2.278 2.031 -1.261
O -3.347 2.976 -1.305
C -4.576 2.553 -0.734
B -4.308 2.684 0.866
O -4.372 1.504 1.587
O -3.894 3.869 1.390
C -2.708 3.687 2.187
C -1.715 4.766 1.834
C -5.617 3.525 -1.279
C -7.049 3.282 -0.792
C -7.352 1.794 -0.571
C -8.797 1.318 -0.664
Cl -9.882 2.370 -1.618
C -9.406 1.088 0.713
C -8.653 0.007 1.499
S -6.296 0.827 -1.642
O -6.479 1.194 -3.011
O -6.510 -0.559 -1.358
O -4.847 1.171 -1.084
H -0.509 -0.065 0.388
H 0.676 -1.280 -0.201
H -1.030 -1.503 -0.452
H 0.438 -0.681 -2.425
H 0.257 0.918 -1.754
H -3.094 1.100 -2.987
H -1.542 1.859 -3.298
H -1.381 2.642 -1.122
H -2.307 1.348 -0.411
H -3.852 0.803 1.140
H -2.996 3.786 3.240
H -2.261 2.700 2.068
H -1.367 4.615 0.810
H -2.231 5.727 1.854
H -0.876 4.784 2.518
H -5.565 3.566 -2.379
H -5.307 4.516 -0.949
H -7.727 3.775 -1.482
H -7.159 3.787 0.169
H -6.992 1.562 0.433
H -8.806 0.347 -1.155
H -9.531 2.018 1.270
H -10.411 0.712 0.516
H -9.323 -0.648 2.050
H -8.011 -0.585 0.848
H -7.990 0.484 2.224
Br 2.246 -3.738 1.116
C 2.950 -4.426 -0.564
C 2.702 -3.471 -1.700
Br 0.847 -3.518 -2.280
H 2.485 -5.394 -0.723
H 4.017 -4.556 -0.400
H 3.287 -3.753 -2.573
H 2.924 -2.441 -1.436
Br -0.441 5.938 5.211
C -0.056 4.566 6.540
C 1.124 3.711 6.179
Br 0.671 2.347 4.860
H -0.960 3.979 6.667
H 0.143 5.130 7.448
H 1.448 3.143 7.047
H 1.957 4.284 5.786
Br 0.945 4.004 -0.954
C 1.777 4.588 0.705
C 3.026 3.805 1.003
Br 2.600 2.025 1.664
H 1.026 4.494 1.484
H 2.014 5.639 0.556
H 3.596 4.281 1.798
H 3.660 3.675 0.131
Br 4.690 1.925 -2.004
C 5.218 0.815 -0.491
C 6.414 -0.034 -0.822
Br 5.949 -1.554 -1.944
H 4.344 0.238 -0.209
H 5.459 1.514 0.307
H 6.850 -0.467 0.077
H 7.180 0.523 -1.354
Br -4.181 5.973 -7.160
C -4.719 4.102 -7.150
C -5.549 3.766 -5.940
Br -4.466 3.605 -4.332
H -3.808 3.515 -7.206
H -5.298 3.964 -8.060
H -6.022 2.793 -6.062
H -6.307 4.514 -5.733
Br 5.798 -11.033 -1.157
C 5.475 -12.753 -0.306
C 4.621 -12.613 0.925
Br 5.626 -11.898 2.430
H 6.447 -13.187 -0.098
H 4.962 -13.353 -1.054
H 4.266 -13.588 1.253
H 3.776 -11.952 0.772
Br 8.753 -0.363 1.767
C 9.934 -1.861 1.346
C 9.272 -3.206 1.464
Br 9.057 -3.710 3.330
H 10.779 -1.765 2.019
H 10.259 -1.682 0.324
H 9.909 -3.966 1.019
H 8.287 -3.252 1.011
Br -9.536 4.387 3.724
C -7.891 4.213 4.748
C -6.700 4.684 3.960
Br -6.165 3.382 2.609
H -7.812 3.172 5.042
H -8.033 4.832 5.632
H -5.831 4.792 4.605
H -6.884 5.620 3.443
Br 6.403 -5.927 1.736
C 6.742 -7.392 2.975
C 8.134 -7.938 2.829
Br 8.341 -9.090 1.272
H 5.971 -8.137 2.806
H 6.617 -6.957 3.964
H 8.380 -8.575 3.676
H 8.876 -7.151 2.738
Br 8.460 -0.199 -5.234
C 6.969 -0.613 -6.414
C 6.133 -1.743 -5.881
Br 6.996 -3.468 -6.135
H 7.392 -0.824 -7.390
H 6.379 0.300 -6.463
H 5.192 -1.808 -6.424
H 5.934 -1.645 -4.819
*
```

The energy is -1474509.539 eV.

---

A cluster of 2 separate species, C33H39N4O in total in a non-equilibrium geometry. Source: OMol25; level of theory: ωB97M-V/def2-TZVPD.

Structure (ORCA input):
```
! wB97M-V def2-TZVPD RIJCOSX def2/J DEFGRID3
* xyz 1 1
C 1.590 4.156 2.036
N 1.417 3.326 0.862
C 2.266 3.397 -0.211
O 3.221 4.160 -0.305
C 1.833 2.332 -1.209
C 2.960 1.357 -1.496
C 3.376 0.663 -0.223
C 4.397 1.235 0.538
C 4.769 0.663 1.752
C 4.097 -0.471 2.227
C 3.071 -1.046 1.468
C 2.755 -0.506 0.223
N 0.697 1.711 -0.543
C 0.145 0.567 -0.992
C -0.654 -0.232 -0.186
C -1.140 -1.484 -0.585
C -2.378 -1.967 -0.017
C -3.202 -2.889 -0.714
C -4.507 -3.151 -0.274
C -5.027 -2.499 0.856
C -4.199 -1.643 1.596
C -2.880 -1.425 1.198
C 0.383 2.298 0.782
C -1.003 2.852 0.945
C -1.436 3.932 0.268
C -2.738 4.559 0.426
C -3.057 5.689 -0.365
C -4.265 6.364 -0.203
C -5.204 5.914 0.742
C -4.912 4.782 1.518
C -3.701 4.102 1.359
H 2.431 4.843 1.891
H 0.668 4.719 2.226
H 1.795 3.527 2.914
H 1.469 2.833 -2.114
H 2.663 0.645 -2.271
H 3.800 1.954 -1.868
H 4.867 2.151 0.166
H 5.572 1.118 2.334
H 4.365 -0.904 3.194
H 2.516 -1.909 1.841
H 2.005 -0.984 -0.411
H 0.371 0.264 -2.021
H -0.936 0.173 0.786
H -0.778 -1.930 -1.511
H -2.810 -3.347 -1.622
H -5.140 -3.847 -0.833
H -6.070 -2.633 1.150
H -4.592 -1.137 2.482
H -2.236 -0.794 1.817
H 0.534 1.567 1.607
H -1.642 2.308 1.641
H -0.763 4.390 -0.467
H -2.322 6.022 -1.103
H -4.482 7.245 -0.810
H -6.146 6.449 0.870
H -5.638 4.431 2.255
H -3.482 3.218 1.960
N 2.769 -2.337 -2.115
C 2.686 -3.789 -2.248
C 1.899 -4.401 -1.107
C 1.778 -5.925 -1.273
C 0.348 -6.286 -0.807
C -0.395 -4.940 -0.642
N 0.539 -3.906 -1.041
H 3.706 -2.067 -1.820
H 2.610 -1.892 -3.018
H 2.160 -4.059 -3.178
H 3.682 -4.253 -2.241
H 2.434 -4.157 -0.163
H 1.894 -6.175 -2.337
H 2.563 -6.460 -0.722
H -0.147 -6.908 -1.563
H 0.365 -6.824 0.154
H -1.278 -4.903 -1.296
H -0.777 -4.810 0.389
H 0.477 -3.025 -0.553
*
```

The energy above the lowest of the compared OMol25 structures with the same formula, charge and spin is 164.14 kJ/mol.

---

A cluster of 2 separate species, CH2N2P2 in total in a non-equilibrium geometry. Source: OMol25; level of theory: ωB97M-V/def2-TZVPD.

Structure (ORCA input):
```
! wB97M-V def2-TZVPD RIJCOSX def2/J DEFGRID3
* xyz 0 1
C -1.484 -0.929 1.630
N -1.365 -1.924 2.248
N 1.539 0.528 -0.964
P 2.056 0.288 0.464
P 0.960 0.582 -2.443
H -0.245 1.496 -2.016
H -1.462 -0.040 1.081
*
```

The energy above the lowest of the compared OMol25 structures with the same formula, charge and spin is 284.76 kJ/mol.

---

A structure of composition C39H28BrN6PtS3 in a non-equilibrium geometry. Source: OMol25; level of theory: ωB97M-V/def2-TZVPD.

Structure (ORCA input):
```
! wB97M-V def2-TZVPD RIJCOSX def2/J DEFGRID3
* xyz 1 1
Pt 0.219 -0.184 -0.185
S -0.131 -5.352 -5.017
C -1.574 -5.206 -5.916
C -2.306 -4.127 -5.529
C -1.682 -3.405 -4.476
C -0.491 -3.953 -4.089
C 0.399 -3.495 -3.013
C 0.173 -2.230 -2.440
N 0.857 -1.739 -1.421
C 1.889 -2.490 -0.922
C 2.219 -3.731 -1.462
C 3.334 -4.466 -0.918
C 4.071 -3.971 0.093
C 3.760 -2.685 0.659
C 4.489 -2.112 1.714
C 4.147 -0.869 2.200
C 3.063 -0.218 1.577
N 2.343 -0.753 0.618
C 2.677 -1.968 0.152
C 4.835 -0.210 3.323
C 4.454 0.919 3.996
C 5.345 1.268 5.046
C 6.380 0.392 5.151
S 6.284 -0.848 3.985
C 1.446 -4.231 -2.519
H -1.808 -5.935 -6.676
H -3.254 -3.854 -5.967
H -2.124 -2.528 -4.020
H -0.598 -1.602 -2.851
H 3.560 -5.436 -1.345
H 4.909 -4.526 0.497
H 5.324 -2.662 2.133
H 2.799 0.785 1.881
H 3.562 1.489 3.771
H 5.222 2.134 5.681
H 7.201 0.408 5.851
H 1.689 -5.201 -2.939
Br -5.146 -0.484 -4.047
C -3.664 -0.330 -2.886
C -2.570 0.429 -3.272
C -1.460 0.491 -2.438
C -1.435 -0.201 -1.224
C -2.561 -0.919 -0.840
C -3.673 -0.997 -1.673
H -2.580 0.957 -4.217
H -0.597 1.064 -2.757
H -2.584 -1.435 0.113
H -4.541 -1.571 -1.377
S -0.410 4.125 4.927
C -0.090 2.998 3.583
C -0.360 1.645 3.742
C -0.115 0.787 2.686
N 0.367 1.206 1.510
C 0.592 2.514 1.347
C 0.380 3.437 2.353
C 1.286 4.455 5.374
C 2.058 5.385 4.693
C 3.356 5.606 5.132
N 3.898 4.981 6.176
C 3.140 4.101 6.827
C 1.834 3.797 6.465
H -0.736 1.263 4.681
H -0.284 -0.278 2.779
H 0.960 2.818 0.377
H 0.578 4.484 2.172
H 1.659 5.940 3.854
H 3.988 6.327 4.626
H 3.596 3.616 7.683
H 1.256 3.074 7.025
N -2.758 2.260 1.310
C -3.555 3.348 1.216
C -3.300 3.910 -0.007
C -2.324 3.069 -0.583
N -1.992 2.070 0.220
H -2.707 1.609 2.072
H -4.234 3.625 2.006
H -3.750 4.791 -0.431
H -1.862 3.150 -1.555
*
```

The energy above the lowest of the compared OMol25 structures with the same formula, charge and spin is 29.71 kJ/mol.

---

A structure of composition C18H29As2INNiO3P in a non-equilibrium geometry. Source: OMol25; level of theory: ωB97M-V/def2-TZVPD.

Structure (ORCA input):
```
! wB97M-V def2-TZVPD RIJCOSX def2/J DEFGRID3
* xyz 2 1
Ni -0.279 -0.101 -0.587
C 2.904 -1.837 -1.701
As 2.079 -0.375 -0.754
C 3.055 1.165 -1.375
C 2.707 -0.605 1.058
C 4.073 -0.585 1.330
C 4.521 -0.753 2.631
C 3.612 -0.946 3.664
C 2.252 -0.979 3.394
C 1.802 -0.812 2.088
As -0.057 -0.985 1.630
C -1.037 -0.350 3.169
C -0.318 -2.902 1.733
H 3.972 -1.816 -1.493
H 2.736 -1.716 -2.770
H 2.481 -2.785 -1.375
H 4.118 0.963 -1.260
H 2.780 2.044 -0.796
H 2.837 1.336 -2.428
H 4.795 -0.432 0.537
H 5.582 -0.731 2.840
H 3.964 -1.076 4.678
H 1.550 -1.137 4.204
H -0.968 -1.090 3.964
H -2.081 -0.216 2.894
H -0.632 0.600 3.510
H 0.001 -3.248 2.715
H 0.278 -3.389 0.964
H -1.368 -3.145 1.581
C -4.888 -1.046 0.485
O -4.015 -1.166 -0.674
P -2.573 -0.540 -0.789
O -2.622 0.210 -2.207
C -3.581 1.256 -2.483
O -1.612 -1.778 -1.201
C -1.904 -2.665 -2.325
H -5.903 -1.034 0.104
H -4.690 -0.124 1.029
H -4.745 -1.907 1.131
H -3.420 1.557 -3.512
H -3.420 2.106 -1.819
H -4.594 0.875 -2.369
H -1.478 -2.244 -3.232
H -2.979 -2.781 -2.431
H -1.446 -3.620 -2.089
I 0.003 4.392 -4.206
C -0.084 3.765 -2.234
C -0.154 4.666 -1.179
C -0.205 4.175 0.114
C -0.191 2.807 0.318
N -0.125 1.934 -0.689
C -0.070 2.412 -1.948
H -0.167 5.732 -1.364
H -0.255 4.844 0.961
H -0.224 2.389 1.317
H -0.017 1.687 -2.750
*
```

The energy above the lowest of the compared OMol25 structures with the same formula, charge and spin is 149.28 kJ/mol.

---

The molecule C4H9NO2 in a non-equilibrium geometry. Source: OMol25; level of theory: ωB97M-V/def2-TZVPD.

Structure (ORCA input):
```
! wB97M-V def2-TZVPD RIJCOSX def2/J DEFGRID3
* xyz 0 1
O 2.157 -1.146 -0.999
C 1.428 -1.962 -0.462
N 0.444 -1.618 0.377
C 0.206 -0.254 0.839
C -0.374 0.564 -0.291
C -0.744 1.972 0.166
O -1.612 0.005 -0.819
H 1.559 -3.031 -0.658
H 0.053 -2.394 0.893
H -0.413 -0.344 1.729
H 1.091 0.283 1.191
H 0.373 0.652 -1.077
H 0.138 2.491 0.560
H -1.183 2.522 -0.664
H -1.503 1.922 0.946
H -1.619 0.337 -1.730
*
```

The energy above the lowest of the compared OMol25 structures with the same formula, charge and spin is 103.03 kJ/mol.

---

A cluster of 2 separate species, C6H12O2 in total in a non-equilibrium geometry. Source: OMol25; level of theory: ωB97M-V/def2-TZVPD.

Structure (ORCA input):
```
! wB97M-V def2-TZVPD RIJCOSX def2/J DEFGRID3
* xyz 0 1
O 1.404 -3.140 -0.934
C 1.733 -2.076 -0.443
C 0.684 -1.162 0.154
C 0.958 0.334 0.059
C -0.218 1.150 0.383
C -0.495 2.340 -0.141
C -0.986 0.730 1.622
H 2.862 -1.917 -0.530
H -0.257 -1.491 -0.429
H 0.594 -1.561 1.201
H 1.398 0.594 -0.961
H 1.740 0.359 0.810
H -1.036 3.191 0.295
H 0.074 2.709 -1.033
H -1.053 -0.384 1.725
H -1.975 1.192 1.826
H -0.425 0.941 2.588
H -2.282 -0.949 -1.705
H -1.357 0.001 -2.454
O -1.363 -0.862 -2.031
*
```

The energy above the lowest of the compared OMol25 structures with the same formula, charge and spin is 260.37 kJ/mol.

---

A structure of composition C17H17N7RuSe5. Source: OMol25; level of theory: ωB97M-V/def2-TZVPD.

Structure (ORCA input):
```
! wB97M-V def2-TZVPD RIJCOSX def2/J DEFGRID3
* xyz 2 5
Ru 1.922 0.389 -0.805
Se 4.321 0.356 -0.656
Se 5.138 2.486 -0.937
Se 3.531 3.554 -2.155
Se 1.979 1.982 -2.674
Se 1.108 3.862 2.047
N 1.339 3.017 3.586
C 1.572 1.749 3.301
C 1.840 0.702 4.237
C 2.095 -0.534 3.737
C 2.087 -0.763 2.325
N 1.830 0.159 1.439
C 1.576 1.427 1.911
N 1.359 2.399 1.054
H 1.845 0.914 5.298
H 2.316 -1.370 4.384
H 2.308 -1.756 1.950
N -0.130 0.399 -1.031
C -1.272 0.611 -1.113
N -2.528 0.851 -1.204
C -3.016 1.969 -2.070
C -4.463 2.273 -1.708
C -4.640 2.335 -0.195
C -4.307 0.987 0.480
C -3.538 0.063 -0.453
H -2.905 1.674 -3.114
H -2.380 2.833 -1.871
H -5.126 1.525 -2.148
H -4.726 3.223 -2.172
H -5.658 2.633 0.045
H -3.992 3.119 0.204
H -5.216 0.469 0.788
H -3.723 1.154 1.386
H -4.185 -0.409 -1.192
H -3.015 -0.729 0.080
N 5.004 -5.159 -2.556
C 4.103 -4.648 -2.063
C 2.984 -3.976 -1.464
C 1.936 -4.665 -0.866
C 0.895 -3.930 -0.323
C 0.940 -2.551 -0.387
N 1.958 -1.879 -0.950
C 2.956 -2.588 -1.490
H 1.936 -5.747 -0.836
H 0.051 -4.419 0.142
H 0.141 -1.948 0.022
H 3.751 -2.044 -1.981
*
```

The energy above the lowest of the compared OMol25 structures with the same formula, charge and spin is 8.52 kJ/mol. Its expectation value of S² is 6.03.

---

The molecule C4H9NO in a non-equilibrium geometry. Source: OMol25; level of theory: ωB97M-V/def2-TZVPD.

Structure (ORCA input):
```
! wB97M-V def2-TZVPD RIJCOSX def2/J DEFGRID3
* xyz 0 1
C -0.465 1.177 0.859
C -1.693 1.542 0.035
C 0.444 0.144 0.246
N -0.162 -0.970 -0.276
C 0.582 -1.990 -0.952
O 1.657 0.182 0.310
H -0.809 0.724 1.788
H 0.186 2.032 1.022
H -1.862 2.617 -0.052
H -1.606 1.192 -0.999
H -2.650 1.134 0.358
H -1.147 -1.132 -0.233
H 1.084 -2.674 -0.241
H 1.403 -1.659 -1.582
H -0.063 -2.700 -1.468
*
```

The energy above the lowest of the compared OMol25 structures with the same formula, charge and spin is 62.12 kJ/mol.

---

A cluster of 6 separate species, C3H14N2O5 in total in a non-equilibrium geometry. Source: OMol25; level of theory: ωB97M-V/def2-TZVPD.

Structure (ORCA input):
```
! wB97M-V def2-TZVPD RIJCOSX def2/J DEFGRID3
* xyz 0 1
C 1.405 2.380 1.094
C 0.398 1.466 1.221
N -0.046 1.118 -0.010
C 0.674 1.761 -0.892
N 1.475 2.678 -0.301
H 1.808 3.086 1.799
H -0.003 1.128 2.158
H 0.494 1.620 -1.943
H 2.076 3.317 -0.787
H 1.239 -1.820 1.336
H 2.121 -0.794 2.110
O 1.449 -0.895 1.443
H -1.735 -2.454 1.995
H -1.390 -1.011 1.824
O -1.092 -1.802 2.289
H -2.963 -0.664 -0.507
H -2.185 0.548 -0.229
O -3.089 0.207 -0.114
H 0.100 -0.825 -2.801
H 1.400 -0.616 -2.201
O 0.861 -0.233 -2.900
H -0.660 -2.406 -0.869
H -1.044 -2.858 -2.323
O -1.296 -2.931 -1.393
*
```

The energy above the lowest of the compared OMol25 structures with the same formula, charge and spin is 22.48 kJ/mol.